ORCA calculation (wB97M-V/def2-TZVPD) on C30H42CrGeN2O5 as an isolated structure.

Element x y z (Å)
Cr -0.572 0.679 0.948
C -3.215 2.262 0.386
C -3.408 2.068 1.742
C -2.430 2.467 2.659
C -1.254 3.047 2.215
C -1.030 3.208 0.839
C -2.020 2.832 -0.065
H -3.976 1.980 -0.330
H -4.327 1.624 2.096
H -2.598 2.335 3.719
H -0.504 3.371 2.924
H -0.134 3.712 0.490
H -1.884 3.028 -1.122
C -2.079 -3.663 5.972
O -0.865 -2.963 6.288
C -0.343 -2.122 5.414
C 0.865 -1.503 5.855
C 1.487 -0.622 5.044
C 0.955 -0.271 3.752
C 1.592 0.685 2.976
C 2.945 1.262 3.247
O 1.009 1.208 1.925
C -0.258 -0.928 3.327
O -0.779 -0.753 2.141
C -0.889 -1.845 4.165
H -2.288 -4.281 6.839
H -1.929 -4.288 5.093
H -2.887 -2.949 5.816
H 1.246 -1.756 6.832
H 2.390 -0.148 5.394
H 3.493 0.777 4.046
H 2.845 2.324 3.470
H 3.536 1.187 2.332
H -1.787 -2.324 3.812
C 0.695 1.423 -4.758
C 1.567 2.416 -4.008
C 2.173 1.851 -2.718
C 1.060 1.412 -1.739
Ge 1.976 0.983 -0.093
C 2.505 -0.832 0.245
C 3.405 -1.412 -0.875
C 4.892 -1.149 -0.677
C 5.290 0.314 -0.748
H 0.404 1.816 -5.729
H -0.228 1.197 -4.219
H 1.223 0.484 -4.931
H 0.996 3.315 -3.760
H 2.387 2.745 -4.649
H 2.816 2.607 -2.262
H 2.813 0.998 -2.962
H 0.516 0.539 -2.091
H 0.350 2.229 -1.594
H 2.820 2.146 0.393
H 1.586 -1.423 0.320
H 2.990 -0.882 1.221
H 3.087 -1.046 -1.857
H 3.232 -2.489 -0.902
H 5.434 -1.710 -1.440
H 5.202 -1.573 0.282
H 5.061 0.746 -1.724
H 6.359 0.443 -0.586
H 4.800 0.924 0.018
O -4.202 -2.774 -5.075
C -3.445 -1.629 -5.376
N -3.930 -0.423 -4.748
C -3.689 0.012 -3.490
O -4.093 1.089 -3.093
C -2.867 -0.818 -2.522
C -2.861 -2.195 -2.354
C -2.125 -2.727 -1.302
C -1.461 -1.884 -0.436
N -1.484 -0.546 -0.573
C -2.157 -0.047 -1.610
H -4.996 -2.803 -5.623
H -3.408 -1.446 -6.451
H -2.430 -1.836 -5.031
H -4.556 0.180 -5.266
H -3.435 -2.838 -3.005
H -2.089 -3.793 -1.132
H -0.922 -2.262 0.423
H -2.172 1.026 -1.734

Output
Total charge: +2
Electronic energy, Eh: -4774.97277
Kohn-Sham gap (spin up / spin down), eV: 7.8 / 7.5
Energy relative to the best compared isomer or geometry (same formula, charge and spin), kcal/mol: 28.79
Multiplicity: 5
LUMO (spin up / spin down), hartree: -0.2280 / -0.2461

***

ORCA calculation (wB97M-V/def2-TZVPD) on a 10-piece molecular cluster, C27H78N13O10 overall.

Element x y z (Å)
C -1.581 1.127 0.541
C -0.772 0.565 1.671
C -0.436 -0.892 1.301
O 0.335 1.404 1.976
H -1.044 1.074 -0.405
H -1.771 2.183 0.733
H -2.514 0.566 0.477
H -1.485 0.558 2.495
H 0.028 -1.285 2.206
H 0.256 -0.942 0.461
H -1.307 -1.485 1.020
C -8.353 -2.302 0.729
C -8.847 -0.825 0.478
C -9.131 -0.521 -1.046
O -10.218 -1.287 -1.566
C -10.485 -1.106 -2.987
N -10.117 -0.700 1.202
H -7.479 -2.666 0.189
H -9.076 -2.887 0.161
H -8.284 -2.591 1.778
H -8.148 -0.044 0.777
H -8.155 -0.677 -1.505
H -9.381 0.524 -1.230
H -9.634 -1.216 -3.659
H -10.865 -0.088 -3.074
H -11.187 -1.857 -3.348
H -10.888 -1.278 0.903
H -10.072 -0.895 2.192
C -0.416 0.032 -6.217
C 1.044 -0.313 -6.483
C 1.967 0.732 -6.992
O 3.214 0.139 -7.070
C 4.069 0.867 -7.874
N 1.502 -0.922 -5.227
H -0.934 0.174 -7.166
H -0.432 0.964 -5.652
H -0.883 -0.660 -5.517
H 1.073 -1.129 -7.204
H 1.938 1.561 -6.285
H 1.598 1.320 -7.833
H 3.804 1.125 -8.899
H 5.070 0.441 -7.803
H 4.157 1.714 -7.193
H 0.994 -1.786 -5.102
H 2.478 -1.123 -5.393
C 8.428 -3.361 2.215
C 7.163 -2.379 2.161
C 5.772 -3.085 2.092
O 5.871 -4.062 1.083
C 4.652 -4.610 0.591
N 7.275 -1.495 3.347
H 8.469 -3.911 3.156
H 9.402 -2.908 2.027
H 8.249 -4.128 1.462
H 7.288 -1.842 1.221
H 5.027 -2.324 1.861
H 5.567 -3.500 3.079
H 3.972 -5.020 1.337
H 5.023 -5.490 0.064
H 4.112 -4.083 -0.195
H 7.748 -1.957 4.110
H 7.972 -0.886 2.942
C 1.205 7.290 -6.865
C 0.657 8.549 -6.102
C -0.081 8.245 -4.766
O -1.188 7.378 -5.056
C -2.159 7.417 -4.053
N 1.803 9.388 -5.826
H 0.373 6.733 -7.295
H 1.815 6.599 -6.282
H 1.795 7.647 -7.710
H 0.040 9.123 -6.793
H -0.373 9.227 -4.394
H 0.459 7.813 -3.923
H -2.786 6.533 -4.169
H -2.786 8.284 -3.846
H -1.575 7.220 -3.154
H 1.747 10.162 -5.180
H 2.663 8.876 -5.692
C -1.670 -8.014 0.328
C -2.095 -8.731 1.638
C -0.839 -8.693 2.653
O 0.458 -9.090 2.128
C 0.558 -10.433 1.767
N -3.283 -8.045 2.118
H -2.288 -8.113 -0.564
H -0.800 -8.548 -0.055
H -1.395 -6.972 0.492
H -2.230 -9.809 1.549
H -1.036 -9.308 3.530
H -0.760 -7.682 3.052
H 1.425 -10.532 1.115
H -0.329 -10.668 1.179
H 0.594 -11.137 2.599
H -3.980 -8.232 1.412
H -3.556 -8.376 3.032
C 5.323 2.375 -1.310
O 6.271 2.378 -2.074
N 5.441 2.572 0.045
N 4.069 2.193 -1.484
H 4.590 2.518 0.587
H 6.332 2.567 0.520
H 3.663 2.186 -2.409
H 3.484 2.396 -0.686
C 0.104 -3.464 8.396
O 0.889 -2.980 7.636
N -0.840 -2.783 9.070
N 0.016 -4.697 8.708
H -0.802 -1.775 9.014
H -1.633 -3.307 9.410
H -0.490 -4.913 9.555
H 0.756 -5.284 8.350
C -2.234 4.259 7.428
O -1.343 3.618 7.905
N -2.164 4.636 6.208
N -3.358 4.667 7.955
H -1.421 4.361 5.583
H -3.006 5.030 5.812
H -3.332 4.595 8.962
H -4.155 5.002 7.434
C 4.226 7.044 3.030
O 4.677 6.242 3.849
N 4.660 8.231 2.818
N 3.164 6.842 2.271
H 5.556 8.559 3.148
H 4.056 8.869 2.320
H 2.825 7.425 1.520
H 2.669 5.980 2.452

Output
Total charge: -1
Electronic energy, Eh: -2539.56488
Kohn-Sham gap, eV: 4.4
Multiplicity: 1
LUMO, hartree: 0.0756

***

ORCA calculation (wB97M-V/def2-TZVPD) on C41H34AsN3O2Pd as an isolated structure.

Element x y z (Å)
Pd -0.090 -0.106 1.155
C -1.376 -3.100 0.411
C -0.010 -3.718 0.421
C 0.361 -4.665 -0.524
C 1.642 -5.203 -0.541
C 2.562 -4.765 0.401
C 2.228 -3.814 1.361
C 3.266 -3.287 2.305
C 0.923 -3.292 1.390
N 0.552 -2.251 2.233
C 0.560 -2.409 3.536
O 0.847 -3.417 4.220
C 0.064 -1.181 4.309
C -0.174 -1.291 5.674
C -0.703 -0.195 6.338
C -0.986 0.961 5.631
C -0.718 0.987 4.266
N -0.182 -0.057 3.641
C -1.079 2.237 3.461
O -1.380 3.256 4.127
N -1.040 2.068 2.162
C -1.374 3.159 1.362
C -0.376 3.998 0.862
C 1.054 3.732 1.228
C -0.719 5.054 0.024
C -2.033 5.274 -0.364
C -3.021 4.416 0.111
C -2.708 3.371 0.971
C -3.772 2.459 1.508
H -1.893 -3.278 -0.533
H -1.263 -2.019 0.590
H -1.987 -3.479 1.236
H -0.365 -4.961 -1.275
H 1.924 -5.934 -1.289
H 3.576 -5.156 0.390
H 4.256 -3.662 2.038
H 3.029 -3.558 3.336
H 3.283 -2.194 2.267
H 0.054 -2.230 6.156
H -0.907 -0.248 7.403
H -1.408 1.848 6.082
H 1.283 4.139 2.216
H 1.728 4.189 0.501
H 1.244 2.652 1.266
H 0.074 5.686 -0.367
H -2.281 6.084 -1.038
H -4.056 4.559 -0.185
H -4.727 2.642 1.010
H -3.898 2.609 2.583
H -3.486 1.414 1.375
C -3.262 -2.045 -3.307
C -3.497 -1.072 -2.344
C -2.433 -0.416 -1.744
C -1.121 -0.706 -2.114
C -0.893 -1.677 -3.082
C -1.959 -2.348 -3.672
As 0.303 0.213 -1.106
C 0.484 1.715 -2.373
C -0.308 2.853 -2.409
C -0.045 3.835 -3.356
C 1.011 3.681 -4.251
C 1.815 2.548 -4.201
C 1.550 1.561 -3.259
C 2.317 0.295 -3.081
C 3.439 -0.084 -3.810
C 4.063 -1.293 -3.527
C 3.578 -2.118 -2.516
C 2.465 -1.736 -1.775
C 1.835 -0.536 -2.070
H -4.093 -2.570 -3.765
H -4.511 -0.838 -2.040
H -2.614 0.307 -0.954
H 0.121 -1.930 -3.366
H -1.766 -3.114 -4.414
H -1.103 2.995 -1.687
H -0.661 4.726 -3.384
H 1.212 4.450 -4.988
H 2.643 2.443 -4.893
H 3.829 0.555 -4.594
H 4.938 -1.589 -4.094
H 4.066 -3.058 -2.290
H 2.098 -2.368 -0.971

Output
Total charge: -2
Electronic energy, Eh: -4261.29913
Kohn-Sham gap, eV: 5.1
Energy relative to the best compared isomer or geometry (same formula, charge and spin), kcal/mol: 0.00
Multiplicity: 1
LUMO, hartree: 0.1638

***

ORCA calculation (wB97M-V/def2-TZVPD) on one molecule with the formula C5H10O.

Element x y z (Å)
C -0.617 1.288 1.561
C -0.023 1.049 0.178
C -0.191 -0.397 -0.304
C 0.188 -0.563 -1.789
C 0.610 -1.481 0.509
O 1.117 -2.391 -0.164
H -0.174 0.603 2.292
H -0.440 2.314 1.899
H -1.701 1.119 1.559
H -0.493 1.722 -0.553
H 1.045 1.303 0.176
H -1.254 -0.668 -0.188
H 1.215 -0.224 -1.970
H 0.129 -1.607 -2.101
H -0.478 0.028 -2.429
H 1.066 -2.095 1.324

Output
Total charge: 0
Electronic energy, Eh: -271.66179
SMILES: CC[C@@H](C)C=O
Kohn-Sham gap, eV: 10.0
Energy relative to the best compared isomer or geometry (same formula, charge and spin), kcal/mol: 56.99
Multiplicity: 1
LUMO, hartree: 0.0357

***

ORCA calculation (wB97M-V/def2-TZVPD) on an isolated ion of composition C2H3NO3P and charge -1.

Element x y z (Å)
C -1.456 -0.094 -0.187
P 0.188 0.717 0.144
O -0.102 1.662 1.242
O 0.846 1.065 -1.114
O 1.229 -0.531 0.847
C 2.143 -0.949 0.092
N 2.881 -1.456 -0.623
H -1.769 -1.028 0.320
H -2.095 0.624 0.449
H -1.864 -0.009 -1.170

Output
Total charge: -1
Electronic energy, Eh: -699.98566
SMILES: C[P@](=O)([O-])OC#N
Kohn-Sham gap, eV: 10.0
Energy relative to the best compared isomer or geometry (same formula, charge and spin), kcal/mol: 0.00
Multiplicity: 1
LUMO, hartree: 0.1482

***

ORCA calculation (wB97M-V/def2-TZVPD) on C12H33LiN3O3 as an isolated structure.

Element x y z (Å)
Li -0.530 -0.567 -0.236
C 0.389 1.460 2.984
C 0.997 1.552 1.576
C 2.491 1.967 1.649
O 3.076 1.953 0.317
C 2.725 3.085 -0.546
N 0.877 0.292 0.932
H -0.681 1.273 2.890
H 0.631 2.333 3.589
H 0.761 0.597 3.537
H 0.326 2.248 1.073
H 2.949 1.316 2.393
H 2.520 2.951 2.118
H 1.861 2.725 -1.104
H 3.466 3.313 -1.312
H 2.340 3.939 0.011
H 1.486 0.470 0.147
H 1.444 -0.372 1.440
C -2.044 1.872 -3.424
C -1.311 0.848 -2.483
C 0.238 0.655 -2.825
O 0.798 -0.122 -1.789
C 2.065 -0.617 -2.130
N -1.524 1.184 -1.021
H -3.076 2.138 -3.197
H -2.147 1.570 -4.467
H -1.510 2.819 -3.500
H -1.709 -0.167 -2.477
H 0.753 1.599 -2.999
H 0.362 0.073 -3.738
H 2.049 -1.396 -2.892
H 2.313 -1.044 -1.158
H 2.799 0.122 -2.451
H -1.413 2.180 -0.891
H -2.519 1.299 -0.891
C -0.745 -4.576 0.771
C -0.923 -3.067 0.486
C -1.324 -2.317 1.714
O -1.756 -0.995 1.359
C -2.792 -0.463 2.253
N 0.295 -2.526 -0.046
H 0.109 -4.594 1.448
H -0.545 -4.932 -0.239
H -1.588 -5.076 1.248
H -1.742 -2.947 -0.223
H -0.485 -2.415 2.403
H -2.071 -2.946 2.199
H -2.891 0.578 1.945
H -2.487 -0.561 3.295
H -3.811 -0.826 2.118
H 0.615 -3.285 -0.630
H 0.889 -2.601 0.768

Output
Total charge: +2
Electronic energy, Eh: -873.87011
Kohn-Sham gap (spin up / spin down), eV: 11.0 / 4.3
Energy relative to the best compared isomer or geometry (same formula, charge and spin), kcal/mol: 0.00
Multiplicity: 2
LUMO (spin up / spin down), hartree: -0.1887 / -0.4326

***

ORCA calculation (wB97M-V/def2-TZVPD) on Fe2H30O19P as an isolated structure.

Element x y z (Å)
Fe -11.720 20.379 -32.030
Fe -8.927 19.034 -36.186
P -10.613 19.566 -34.263
O -10.457 19.033 -32.750
O -11.871 20.401 -33.975
O -10.584 18.491 -35.360
O -9.405 20.402 -34.776
O -11.252 20.246 -30.083
H -11.886 20.426 -29.377
H -10.591 19.665 -29.683
O -14.381 20.126 -34.752
H -14.278 20.516 -35.625
H -13.465 20.047 -34.405
O -12.733 18.400 -36.877
H -13.043 17.509 -36.679
H -11.903 18.501 -36.358
O -11.877 16.074 -34.778
H -11.829 16.051 -33.819
H -11.430 16.900 -35.029
O -13.216 18.846 -31.917
H -13.069 17.948 -32.238
H -14.177 18.962 -31.933
O -8.400 22.866 -34.482
H -8.697 21.936 -34.527
H -8.950 23.328 -35.125
O -10.019 16.590 -31.947
H -10.930 16.394 -31.716
H -10.039 17.508 -32.330
O -8.228 19.334 -31.287
H -8.413 18.676 -30.610
H -9.032 19.357 -31.852
O -7.988 17.492 -35.098
H -7.426 16.821 -35.507
H -8.044 17.235 -34.165
O -6.804 20.168 -33.581
H -7.125 20.066 -32.674
H -7.565 20.496 -34.074
O -7.125 19.925 -36.618
H -6.304 19.529 -36.289
H -6.844 20.648 -37.193
O -13.166 21.944 -31.707
H -13.142 22.664 -32.351
H -13.792 22.237 -31.033
O -11.743 22.081 -36.007
H -12.583 22.515 -35.834
H -11.563 21.541 -35.204
O -10.423 22.079 -32.273
H -9.937 22.125 -33.117
H -9.780 22.367 -31.611
O -10.025 20.555 -37.512
H -10.785 20.953 -37.040
H -10.047 20.954 -38.388

Output
Total charge: +1
Electronic energy, Eh: -4316.38490
Kohn-Sham gap (spin up / spin down), eV: 9.2 / 8.7
Energy relative to the best compared isomer or geometry (same formula, charge and spin), kcal/mol: 9.69
Multiplicity: 9
LUMO (spin up / spin down), hartree: -0.1140 / -0.1157

***

ORCA calculation (wB97M-V/def2-TZVPD) on an isolated ion of composition C3H3N2O and charge +1.

Element x y z (Å)
O 2.304 0.052 0.010
C 1.122 0.001 -0.046
C -0.005 1.335 -0.034
N -1.133 0.867 0.076
C -1.077 -0.496 0.005
N 0.175 -1.036 -0.006
H 0.387 2.285 -0.061
H -2.110 -0.901 -0.071
H 0.337 -2.106 0.128

Output
Total charge: +1
Electronic energy, Eh: -300.50816
SMILES: O=C1C=NC=[NH+]1
Kohn-Sham gap, eV: 8.0
Energy relative to the best compared isomer or geometry (same formula, charge and spin), kcal/mol: 38.42
Multiplicity: 1
LUMO, hartree: -0.2856

***

ORCA calculation (wB97M-V/def2-TZVPD) on one molecule with the formula C5H10NOP.

Element x y z (Å)
C 0.567 2.081 -0.816
C -0.230 0.701 -0.779
C -1.644 0.840 -0.854
N -2.788 0.958 -1.015
P 0.066 -0.272 0.794
C -1.157 -1.549 0.832
C 1.656 -1.171 0.370
O 0.063 0.619 1.972
H 1.607 1.856 -0.725
H 0.212 2.604 0.100
H 0.351 2.752 -1.717
H -0.095 0.109 -1.732
H -2.056 -1.363 1.529
H -1.498 -1.598 -0.274
H -0.830 -2.562 1.301
H 1.599 -2.105 0.962
H 1.659 -1.302 -0.681
H 2.516 -0.597 0.733

Output
Total charge: 0
Electronic energy, Eh: -667.86586
SMILES: C[C@H](C#N)P(C)(C)=O
Kohn-Sham gap, eV: 10.9
Energy relative to the best compared isomer or geometry (same formula, charge and spin), kcal/mol: 0.00
Multiplicity: 1
LUMO, hartree: 0.0205

***

ORCA calculation (wB97M-V/def2-TZVPD) on one molecule with the formula C3H7N3S.

Element x y z (Å)
H 0.378 2.274 -0.065
N -0.262 1.464 0.109
C 0.291 0.393 -0.315
C 1.498 0.354 -1.298
N -0.177 -0.850 0.036
C -1.433 -1.272 0.531
N -1.980 -0.978 1.659
S -1.421 0.247 2.723
H 1.287 -0.303 -2.190
H 1.708 1.322 -1.707
H 2.352 -0.052 -0.712
H 0.174 -1.460 -0.678
H -1.865 -2.068 -0.043
H -0.551 0.929 1.951

Output
Total charge: 0
Electronic energy, Eh: -680.92129
SMILES: [H]/N=C(\C)N/C=N\S
Kohn-Sham gap, eV: 8.9
Energy relative to the best compared isomer or geometry (same formula, charge and spin), kcal/mol: 38.24
Multiplicity: 1
LUMO, hartree: 0.0207

***

> Which formula does entry 6 have?

C12H33LiN3O3

***

> Which value of total charge does entry 3 give?

-2

***

Please write out number 8 again, unchanged.
ORCA calculation (wB97M-V/def2-TZVPD) on an isolated ion of composition C3H3N2O and charge +1.

Element x y z (Å)
O 2.304 0.052 0.010
C 1.122 0.001 -0.046
C -0.005 1.335 -0.034
N -1.133 0.867 0.076
C -1.077 -0.496 0.005
N 0.175 -1.036 -0.006
H 0.387 2.285 -0.061
H -2.110 -0.901 -0.071
H 0.337 -2.106 0.128

Output
Total charge: +1
Electronic energy, Eh: -300.50816
SMILES: O=C1C=NC=[NH+]1
Kohn-Sham gap, eV: 8.0
Energy relative to the best compared isomer or geometry (same formula, charge and spin), kcal/mol: 38.42
Multiplicity: 1
LUMO, hartree: -0.2856